# 1
This record from the OMol25 dataset describes C68H57N4O2P2Sn as an isolated structure. The level of theory is wB97M-V/def2-TZVPD.

```
134
Properties=species:S:1:pos:R:3:lowdin_charge:R:1
Sn -0.209 -0.289 1.245 1.366
C 2.787 1.673 -2.757 -0.234
N 1.653 1.836 -3.623 -0.087
C 0.913 0.634 -3.877 -0.227
P -0.143 -0.118 -2.431 1.039
C -1.660 0.870 -2.642 -0.384
C -2.939 0.334 -2.784 -0.109
C -4.040 1.171 -2.894 -0.060
C -3.888 2.549 -2.828 -0.056
C -2.627 3.091 -2.621 -0.061
C -1.525 2.258 -2.521 -0.119
C -0.359 -1.696 -3.323 -0.406
C 0.631 -2.636 -3.018 -0.132
C 0.676 -3.858 -3.668 -0.063
C -0.294 -4.167 -4.614 -0.057
C -1.279 -3.241 -4.923 -0.059
C -1.302 -1.999 -4.303 -0.083
C 1.285 3.054 -4.140 -0.185
C 0.276 3.161 -5.130 0.013
C -0.088 4.386 -5.635 -0.027
C 0.533 5.552 -5.190 -0.002
C 1.541 5.465 -4.231 -0.021
C 1.917 4.247 -3.717 0.022
P 2.374 1.579 -0.871 1.070
C 4.073 1.113 -0.391 -0.389
C 4.566 -0.095 -0.894 -0.119
C 5.835 -0.535 -0.560 -0.067
C 6.610 0.196 0.329 -0.056
C 6.102 1.358 0.890 -0.061
C 4.843 1.819 0.533 -0.101
C 2.271 3.361 -0.494 -0.409
C 3.338 4.258 -0.604 -0.121
C 3.148 5.600 -0.314 -0.050
C 1.895 6.064 0.070 -0.051
C 0.825 5.187 0.154 -0.067
C 1.015 3.841 -0.123 -0.139
H 3.527 2.457 -2.891 0.104
H 3.255 0.712 -2.963 0.087
H 1.601 -0.177 -4.117 0.107
H 0.205 0.744 -4.689 0.087
H -3.075 -0.736 -2.819 0.063
H -5.025 0.748 -3.044 0.111
H -4.747 3.197 -2.927 0.117
H -2.500 4.162 -2.538 0.115
H -0.546 2.687 -2.349 0.075
H 1.372 -2.385 -2.266 0.082
H 1.468 -4.562 -3.445 0.112
H -0.273 -5.124 -5.119 0.117
H -2.028 -3.485 -5.665 0.117
H -2.042 -1.270 -4.604 0.103
H -0.217 2.287 -5.526 0.115
H -0.862 4.436 -6.389 0.127
H 0.238 6.514 -5.587 0.128
H 2.037 6.359 -3.880 0.125
H 2.688 4.233 -2.965 0.086
H 3.946 -0.705 -1.545 0.098
H 6.219 -1.449 -0.994 0.116
H 7.602 -0.146 0.592 0.117
H 6.692 1.909 1.611 0.118
H 4.464 2.727 0.980 0.097
H 4.312 3.911 -0.926 0.114
H 3.979 6.289 -0.397 0.120
H 1.759 7.111 0.304 0.118
H -0.154 5.549 0.441 0.115
H 0.184 3.145 -0.057 0.077
C 1.998 -4.086 0.095 -0.055
C 3.270 -3.846 0.589 -0.037
C 3.527 -2.715 1.344 -0.011
C 2.516 -1.791 1.622 -0.191
C 1.267 -2.043 1.078 -0.186
C 0.977 -3.176 0.355 -0.119
C 2.779 -0.578 2.422 -0.224
C 3.906 -0.479 3.261 0.026
C 4.143 0.678 3.945 0.036
C 3.246 1.759 3.824 -0.151
C 3.431 2.999 4.476 -0.001
C 2.500 3.992 4.357 -0.037
C 1.332 3.780 3.598 -0.038
C 1.138 2.597 2.940 -0.054
C 2.099 1.567 3.013 -0.256
N 1.900 0.404 2.329 0.027
H 1.790 -4.975 -0.486 0.117
H 4.068 -4.548 0.387 0.123
H 4.532 -2.529 1.693 0.115
H -0.020 -3.359 -0.022 0.081
H 4.574 -1.319 3.374 0.121
H 5.012 0.764 4.586 0.138
H 4.323 3.142 5.072 0.129
H 2.647 4.942 4.852 0.121
H 0.592 4.566 3.535 0.119
H 0.238 2.428 2.358 0.077
C -5.733 -4.323 1.396 -0.015
O -4.605 -3.765 2.076 -0.086
C -4.564 -2.438 2.335 -0.230
C -5.281 -1.466 1.656 -0.017
C -5.192 -0.138 2.047 -0.052
C -4.415 0.224 3.136 -0.062
C -3.669 -0.734 3.802 -0.006
C -3.714 -2.059 3.391 -0.146
N -3.097 -3.127 4.073 0.162
C -2.101 -3.197 4.921 0.048
C -1.102 -2.261 5.285 -0.121
C -0.517 -2.459 6.560 -0.012
C 0.419 -1.603 7.071 -0.052
C 0.804 -0.489 6.311 -0.025
C 0.307 -0.303 5.046 0.001
C -0.585 -1.217 4.444 -0.339
O -0.880 -1.177 3.183 -0.236
H -6.624 -3.709 1.520 0.103
H -5.907 -5.298 1.845 0.106
H -5.511 -4.454 0.336 0.080
H -5.927 -1.748 0.838 0.107
H -5.762 0.612 1.514 0.117
H -4.423 1.244 3.495 0.115
H -3.101 -0.462 4.680 0.126
H -3.591 -3.995 3.885 0.169
H -2.064 -4.139 5.459 0.156
H -0.867 -3.286 7.166 0.127
H 0.837 -1.773 8.052 0.119
H 1.509 0.218 6.728 0.121
H 0.590 0.558 4.463 0.086
N -1.854 -1.691 -0.083 0.133
C -2.635 -2.287 -0.683 -0.118
C -3.580 -3.023 -1.440 -0.232
C -4.806 -2.437 -1.782 -0.047
C -5.743 -3.178 -2.476 -0.042
C -5.457 -4.489 -2.844 -0.033
C -4.231 -5.061 -2.527 -0.043
C -3.288 -4.337 -1.822 -0.013
H -5.003 -1.412 -1.496 0.111
H -6.698 -2.741 -2.732 0.122
H -6.201 -5.069 -3.373 0.124
H -4.020 -6.079 -2.824 0.122
H -2.335 -4.773 -1.552 0.125
```

## Properties
- E_LUMO (spin up / spin down) (eV) = -9.22 / -10.00
- charge = +3
- frontier orbital gap (spin up / spin down) (eV) = 5.292 / 4.406

# 2
This record from the OMol25 dataset describes C27H44BrNOP2STc as an isolated structure. The level of theory is wB97M-V/def2-TZVPD.

```
78
Properties=species:S:1:pos:R:3:lowdin_spin:R:1
C 3.179 5.267 -1.614 0.239
C 2.087 4.520 -2.083 0.136
C 2.077 4.160 -3.443 -0.006
C 3.059 4.692 -4.295 0.063
N 4.030 5.505 -3.855 0.216
C 4.110 5.767 -2.543 0.008
C 1.051 4.061 -1.189 0.046
C 0.093 3.683 -0.524 0.164
C -0.955 2.918 0.112 0.004
C -0.787 2.287 1.349 0.091
C -1.657 1.164 1.680 -0.001
C -2.315 0.647 0.472 -0.032
C -2.861 1.519 -0.474 -0.024
C -2.176 2.725 -0.600 0.011
Tc -1.247 -0.831 1.165 1.039
P 0.692 -0.534 -0.040 0.024
H 1.342 3.438 -3.806 -0.001
H 3.320 5.403 -0.544 0.009
H 3.049 4.450 -5.364 0.002
H 4.943 6.395 -2.208 -0.001
H -2.473 3.469 -1.340 0.000
H -0.027 2.629 2.053 0.002
H -3.690 1.237 -1.121 -0.001
H -2.177 1.149 2.666 0.008
C 1.456 -2.217 0.073 0.006
C 2.644 -2.528 -0.833 0.001
H 0.637 -2.932 -0.116 0.001
H 1.721 -2.354 1.135 0.000
H 2.937 -3.573 -0.668 0.000
H 2.397 -2.421 -1.896 0.000
H 3.518 -1.914 -0.592 0.000
C 0.837 0.082 -1.783 -0.003
C 2.234 0.489 -2.262 -0.003
H 0.163 0.953 -1.823 0.000
H 0.403 -0.693 -2.436 0.001
H 2.192 0.724 -3.333 -0.001
H 2.583 1.394 -1.750 0.000
H 2.977 -0.309 -2.139 0.000
C 1.831 0.668 0.805 0.025
C 3.305 0.280 0.863 0.006
H 1.452 0.790 1.828 0.000
H 1.673 1.640 0.311 0.001
H 3.828 0.979 1.529 0.002
H 3.441 -0.726 1.276 0.000
H 3.791 0.340 -0.118 0.000
Br -1.602 -3.278 1.934 0.153
P -2.020 -2.179 -1.757 0.455
C -0.846 -2.980 -2.926 0.054
C -1.414 -4.089 -3.811 0.028
H -0.032 -3.375 -2.293 0.005
H -0.411 -2.180 -3.549 0.000
H -0.617 -4.444 -4.478 0.007
H -1.765 -4.945 -3.221 0.001
H -2.236 -3.725 -4.442 0.000
C -3.299 -3.428 -1.321 0.066
C -4.643 -3.382 -2.041 0.025
H -3.426 -3.283 -0.235 0.006
H -2.834 -4.415 -1.445 0.004
H -5.318 -4.107 -1.569 0.007
H -5.129 -2.401 -1.979 0.002
H -4.555 -3.666 -3.099 0.000
C -2.842 -0.848 -2.724 0.062
C -3.266 -1.147 -4.157 0.033
H -2.136 -0.003 -2.699 0.003
H -3.706 -0.543 -2.117 0.000
H -3.673 -0.224 -4.591 0.007
H -2.431 -1.470 -4.790 0.001
H -4.060 -1.901 -4.202 0.000
C 0.616 -2.096 4.743 0.004
S -0.433 -0.720 4.228 0.011
C 0.572 0.710 4.677 -0.001
O -0.009 -0.702 2.671 0.029
H 0.684 -2.047 5.836 0.001
H 1.597 -1.989 4.266 0.000
H 0.114 -3.016 4.419 0.001
H 1.618 0.476 4.451 0.000
H 0.238 1.572 4.088 0.000
H 0.416 0.879 5.747 0.000
```

## Properties
- E_LUMO (spin up / spin down) (eV) = -13.18 / -15.19
- charge = +4
- expectation value of S² = 3.839
- multiplicity = 4
- frontier orbital gap (spin up / spin down) (eV) = 6.995 / 4.565

| no. | calculated total energy (hartree) |
| --- | --- |
| 1 | -3891.10209 |
| 2 | -4919.14744 |